1 | DFT (ωB97M-V with the def2-TZVPD basis set) results for an isolated molecule of C4H9N3O.

Structure (ORCA input):
```
! RIJCOSX wB97M-V def2-TZVPD def2/J DEFGRID3
* xyz 0 1
C -1.12645 -1.06440 0.48867
C -0.60073 0.65339 -1.47777
C -0.12668 -0.18158 1.16477
C -0.17310 -0.29922 -0.40294
N 2.06369 -0.40239 -0.98069
N -0.52001 0.82786 2.04560
N 1.05492 -1.06209 -0.47495
O 1.10544 -0.73024 1.40745
H 2.93944 -0.90343 -0.92604
H 2.13182 0.60141 -0.81653
H 0.09192 1.62849 2.08849
H -1.50137 1.04752 2.09768
H -1.00779 -2.13838 0.57718
H -2.14948 -0.70573 0.46046
H 0.18561 1.35656 -1.75970
H -0.92488 0.12968 -2.38239
H -1.44233 1.24254 -1.10929
*
```

Results
LUMO energy (alpha / beta) in Ha: 0.023 / 0.023
Orbital gap (alpha / beta) in hartree: 0.3042 / 0.3041



2 | DFT (ωB97M-V with the def2-TZVPD basis set) results for a 2-piece molecular cluster, C4H9N3O overall.

Structure (ORCA input):
```
! RIJCOSX wB97M-V def2-TZVPD def2/J DEFGRID3
* xyz 0 1
C 0.04971 0.22570 -1.82289
C 0.46408 0.00713 -0.56476
C 1.27052 -1.18325 -0.14918
N 0.13743 0.97751 0.52128
N 0.96244 1.13390 1.65127
H -0.52654 1.09600 -2.09436
H 0.14406 -0.54162 -2.57194
H 1.05095 -1.48218 0.87542
H 2.33653 -0.96701 -0.22762
H 1.02562 -2.04167 -0.76981
H -0.20758 1.86425 0.16803
H 1.94495 1.22584 1.40464
H 0.57105 0.63791 2.44836
N -1.86498 -0.79454 0.05211
C -2.42195 0.08462 0.70102
O -3.26774 0.61866 1.31941
H -1.66855 -0.86125 -0.94098
*
```

Results
LUMO energy in Ha: 0.026
Orbital gap in hartree: 0.3413



3 | DFT (ωB97M-V with the def2-TZVPD basis set) results for an isolated molecule of C4H9N3O.

Structure (ORCA input):
```
! RIJCOSX wB97M-V def2-TZVPD def2/J DEFGRID3
* xyz 0 1
H -2.71015 1.05065 0.62280
N -1.92956 0.40059 0.61543
C -0.90764 0.74516 -0.04250
N -0.42704 2.00207 -0.28107
C -0.21726 -0.39651 -1.16427
C 0.46984 -1.05835 -0.04623
N -0.22469 -2.09553 0.54779
C 1.43816 -0.39452 0.65134
O 2.30661 0.52720 0.08610
H -0.70642 2.69476 0.40014
H 0.53893 2.07496 -0.57386
H -0.98547 -1.01099 -1.62132
H 0.42781 0.13476 -1.85700
H -0.03753 -2.22922 1.53069
H -1.22325 -2.05518 0.38408
H 1.79011 -0.75545 1.60978
H 2.39757 0.36561 -0.86189
*
```

Results
LUMO energy in Ha: 0.026
Orbital gap in hartree: 0.2894



4 | DFT (ωB97M-V with the def2-TZVPD basis set) results for an isolated molecule of C4H9N3O.

Structure (ORCA input):
```
! RIJCOSX wB97M-V def2-TZVPD def2/J DEFGRID3
* xyz 0 1
C 0.57882 1.93287 -0.63841
C 0.02009 0.55008 -0.50069
N -0.55995 0.05319 -1.53406
N -1.26036 -1.12856 -1.51258
C 0.21109 -0.13973 0.77397
N 0.15074 0.65609 1.93435
C 0.50220 -1.45969 0.85238
O 0.92343 -2.30016 -0.12980
H 0.00936 2.63637 -0.03240
H 0.53310 2.23751 -1.68042
H 1.61288 1.95839 -0.30057
H -1.62028 -1.41398 -0.60088
H -1.98935 -1.09416 -2.21444
H 0.26476 0.12660 2.78740
H -0.65679 1.26299 1.97679
H 0.57201 -1.94795 1.81744
H 0.70825 -1.92983 -0.99809
*
```

Results
LUMO energy in Ha: 0.035
Orbital gap in hartree: 0.3229



Least stable of them? 1.